This record from the OMol25 dataset describes the molecule C4H10N2O3S in a non-equilibrium geometry. The level of theory is ωB97M-V with the def2-TZVPD basis set.

Element x y z (Å)
S 2.290 0.231 0.082
O 2.847 1.302 0.840
O 2.062 0.583 -1.323
O 3.462 -0.947 0.036
N -1.778 1.159 0.689
N -0.363 1.714 -1.099
C 0.867 -0.313 0.718
C 0.019 -1.443 0.037
C -0.847 0.756 -0.251
C -0.955 -0.580 -0.831
H -1.983 0.400 1.423
H 4.204 -0.377 0.048
H 1.210 -0.308 1.712
H -0.593 -1.978 0.663
H 0.655 -2.156 -0.648
H -0.781 -0.660 -1.883
H -1.581 2.149 1.044
H 0.597 1.527 -1.450
H -2.029 -0.883 -0.567
H -0.592 2.617 -0.737

Summary:
HOMO-LUMO gap, eV: 8.749
Energy relative to the best compared isomer or geometry (same formula, charge and spin), eV: 3.369

Mulliken atomic charge list, values in e, 2 entries: number 1, S, carries 1.102; number 2, O, carries -0.685


This record from the OMol25 dataset describes a cluster of 10 separate species, C21H43BrFNO39S10 in total in a non-equilibrium geometry. The level of theory is ωB97M-V with the def2-TZVPD basis set.

Element x y z (Å)
Br -6.743 0.566 -0.091
S -0.006 -1.570 -2.899
S -1.201 1.423 0.704
S 5.723 0.331 7.357
S 9.000 1.397 12.689
S -8.466 -2.009 -0.795
S -1.411 1.311 -8.009
S 0.855 -2.160 4.217
S -0.280 2.059 -12.063
S -4.137 -5.506 4.880
S 3.149 3.269 -1.477
F -9.000 -0.856 -1.772
O -4.964 -4.780 6.055
O 0.223 1.741 0.027
O -2.120 1.093 -0.327
O 1.488 -0.885 4.100
O 9.049 0.519 11.341
O -2.647 1.890 -7.147
O 4.456 4.008 -2.061
O -1.347 2.478 -9.108
O -8.855 -1.808 0.564
O 1.170 1.835 -12.735
O -1.838 0.114 -8.641
O 7.056 0.697 7.689
O 4.977 1.620 6.744
O -1.042 0.846 -12.801
O -0.202 1.765 -10.682
O -0.780 0.069 1.468
O 5.767 -0.551 6.013
O 1.324 -1.199 -2.572
O -0.750 -0.288 -3.518
O -0.673 -2.001 3.765
O 3.578 2.159 -0.705
O -3.897 -6.845 5.268
O 0.588 -2.446 5.778
O 8.123 0.773 13.611
O -1.473 2.415 1.682
O -6.508 -3.430 -0.409
O 10.328 1.761 13.029
O -0.234 1.378 -7.214
O -9.052 -3.209 -1.283
O -5.294 -5.493 3.764
O 2.673 4.439 -0.478
O -0.881 -2.185 -1.960
O 1.384 -3.335 3.629
O -3.094 -4.637 4.451
O 4.855 -0.289 8.287
O 0.034 -2.463 -4.237
O -0.807 3.285 -12.548
O 2.195 3.156 -2.514
O 8.256 2.688 12.075
N -6.765 -2.205 -1.014
C -6.201 -4.276 5.536
C -5.933 -1.210 -0.260
C -3.526 -2.117 -0.796
C -0.766 -1.848 -5.254
C 1.184 0.600 -13.457
C -2.553 3.248 -9.044
C -0.249 0.388 -13.899
C -6.550 -5.200 4.388
C 8.303 2.624 10.646
C 0.525 -0.337 1.042
C -4.601 -1.018 -1.086
C 3.684 5.447 -0.395
C -1.546 -2.389 4.836
C -0.714 -0.367 -4.949
C 8.255 1.146 10.325
C 5.016 1.552 5.315
C 4.398 5.399 -1.730
C 4.968 0.073 5.001
C 1.232 0.941 0.657
C -0.765 -2.093 6.097
C -2.961 3.213 -7.585
H 0.222 0.073 -5.290
H -4.020 3.419 -7.445
H 3.236 6.419 -0.200
H -6.034 -3.255 5.186
H 1.041 -0.866 1.839
H -0.490 1.002 -14.771
H -2.989 -2.291 -1.742
H 5.398 5.824 -1.683
H -0.786 -1.027 6.339
H -4.918 -0.981 -2.150
H 5.957 1.998 4.980
H -0.467 -0.654 -14.121
H -2.480 -1.833 4.787
H 7.238 0.757 10.397
H 2.062 0.768 -0.016
H -2.380 4.260 -9.403
H -2.374 3.918 -6.992
H -6.965 -4.272 6.311
H 1.872 0.659 -14.298
H 3.951 -0.316 5.079
H 3.822 5.908 -2.507
H -3.299 2.760 -9.677
H 7.471 3.171 10.209
H 5.364 -0.151 4.013
H -1.548 0.176 -5.384
H -5.903 -3.933 -0.978
H -1.783 -2.237 -5.168
H 0.410 -1.000 0.182
H 1.510 -0.190 -12.776
H 9.244 3.071 10.318
H 8.655 0.925 9.341
H 4.183 2.098 4.879
H -2.789 -1.733 -0.064
H 4.358 5.188 0.425
H -0.374 -2.079 -6.242
H -1.760 -3.459 4.733
H -3.942 -3.084 -0.454
H -5.732 -1.660 0.732
H -6.976 -6.139 4.748
H -7.234 -4.742 3.678
H -4.202 -0.019 -0.827
H 1.587 1.478 1.541
H -1.121 -2.664 6.952

Summary:
SMILES: CC[C@@H](Br)N(O)S(=O)(=O)F.O=S1(=O)OCCO1.O=S1(=O)OCCO1.O=S1(=O)OCCO1.O=S1(=O)OCCO1.O=S1(=O)OCCO1.O=S1(=O)OCCO1.O=S1(=O)OCCO1.O=S1(=O)OCCO1.O=S1(=O)OCCO1
HOMO-LUMO gap, eV: 10.262

Mulliken atomic charge list, values in e, 2 entries: number 1, Br, carries -0.112; number 2, S, carries 1.158


This record from the OMol25 dataset describes the molecule C5H13N in a non-equilibrium geometry. The level of theory is ωB97M-V with the def2-TZVPD basis set.

Element x y z (Å)
N 0.020 0.097 -0.034
C -1.061 -0.842 -0.259
C 0.908 0.186 -1.186
C 1.172 1.175 1.886
C 0.756 -0.147 1.209
C -1.975 -0.409 -1.392
H 0.049 -0.634 1.870
H 0.464 0.780 -1.981
H -1.647 -0.808 -2.355
H 2.215 1.130 2.199
H 1.574 -0.851 1.106
H 1.167 -0.811 -1.578
H 1.862 0.599 -0.854
H -3.027 -0.621 -1.224
H 1.102 1.996 1.179
H 0.585 1.346 2.783
H -1.892 0.671 -1.569
H -1.605 -1.000 0.671
H -0.667 -1.857 -0.471

Summary:
SMILES: CCN(C)CC
HOMO-LUMO gap, eV: 9.581
Energy relative to the best compared isomer or geometry (same formula, charge and spin), eV: 0.920

Mulliken atomic charge list, values in e, 2 entries: number 1, N, carries 0.001; number 2, C, carries -0.443